(1)
Here is 17 unconnected molecules or ions with the total composition C26H89N3O17 at a distorted geometry from OMol25. Energies are from ωB97M-V with the def2-TZVPD basis set.

Geometry (Å):
C (-3.4576, 3.4665, 7.7892)
C (-2.0345, 4.0030, 7.4737)
C (-1.3203, 3.2966, 6.3238)
O (-1.1298, 1.8722, 6.5159)
C (-1.3119, 0.9276, 5.4700)
N (-2.0466, 5.4420, 7.2565)
H (-3.9255, 4.0868, 8.5451)
H (-3.4450, 2.4745, 8.2563)
H (-4.0737, 3.4155, 6.8928)
H (-1.5028, 3.8647, 8.3697)
H (-0.3670, 3.8250, 6.2384)
H (-1.8675, 3.4789, 5.3970)
H (-0.6631, 1.2013, 4.6445)
H (-2.3387, 0.8852, 5.0747)
H (-1.0139, -0.0263, 5.8983)
H (-2.8280, 5.7016, 6.6385)
H (-2.3146, 5.8057, 8.1449)
C (2.4226, -6.0232, -1.7579)
C (2.7471, -4.6827, -2.4492)
C (4.0639, -4.7614, -3.2108)
O (4.4547, -3.4845, -3.6707)
C (5.7386, -3.3778, -4.2015)
N (1.6984, -4.2640, -3.3600)
H (2.3133, -6.8166, -2.5096)
H (1.4937, -5.9719, -1.1520)
H (3.2208, -6.2201, -1.0543)
H (2.8465, -3.9370, -1.6652)
H (4.0425, -5.5181, -4.0401)
H (4.8317, -5.1313, -2.5536)
H (5.8882, -4.0709, -5.0439)
H (6.5732, -3.5543, -3.5382)
H (5.8364, -2.3467, -4.5739)
H (1.9629, -3.3623, -3.7806)
H (1.6528, -4.9664, -4.0787)
C (-1.9401, 1.5045, -0.2398)
C (-0.9933, 0.5231, 0.3494)
C (0.2557, 0.2990, -0.5155)
O (-0.0137, -0.2845, -1.7851)
C (1.0333, -0.9220, -2.5088)
N (-0.5931, 0.9402, 1.7115)
H (-2.1330, 1.2657, -1.2794)
H (-1.5245, 2.5037, -0.1500)
H (-2.8976, 1.5786, 0.3003)
H (-1.5539, -0.4035, 0.5369)
H (0.8625, -0.4291, 0.0114)
H (0.8404, 1.2025, -0.5796)
H (1.4301, -1.8191, -2.0554)
H (1.8592, -0.2409, -2.7103)
H (0.6055, -1.2299, -3.4649)
H (-0.0205, 1.7480, 1.6806)
H (-0.0611, 0.1868, 2.1051)
C (-2.0701, -1.3295, -4.6769)
O (-2.2022, -0.3373, -3.6537)
H (-3.0036, -1.8614, -4.7833)
H (-1.9030, -0.8427, -5.6357)
H (-1.2385, -2.0052, -4.4452)
H (-1.4900, -0.5311, -3.0187)
C (2.8268, -3.3905, 1.8697)
O (2.1267, -4.3781, 1.0934)
H (3.8284, -3.3168, 1.3681)
H (2.3574, -2.4330, 1.8224)
H (2.9679, -3.7124, 2.9003)
H (1.2449, -4.4308, 1.4808)
C (-2.8718, 2.4289, -4.6956)
O (-3.5449, 3.6557, -4.8587)
H (-3.1585, 1.6579, -5.4328)
H (-1.7906, 2.6914, -4.7784)
H (-3.0439, 1.9532, -3.7155)
H (-4.4911, 3.5089, -4.7666)
C (-0.6599, 4.7102, 2.5385)
O (0.3758, 3.6978, 2.3593)
H (-0.3225, 5.4708, 3.2344)
H (-0.8587, 5.1057, 1.5427)
H (-1.5512, 4.2774, 2.9481)
H (0.6207, 3.3217, 3.1810)
C (2.8143, -0.0633, 3.2260)
O (1.5374, -0.7029, 3.4936)
H (2.6850, 0.6053, 2.3689)
H (3.0955, 0.5433, 4.0932)
H (3.6503, -0.7112, 2.9587)
H (1.5840, -1.1770, 4.3142)
C (3.7399, -0.8530, -6.2726)
O (3.1339, -1.1979, -5.0624)
H (3.0424, -0.2544, -6.8671)
H (4.6412, -0.2553, -6.1675)
H (3.9597, -1.7767, -6.7905)
H (3.7174, -1.8556, -4.6352)
C (-0.9820, -2.7118, 2.7929)
O (-0.8341, -4.1844, 2.7615)
H (-1.9446, -2.3456, 3.2251)
H (-0.0618, -2.4172, 3.2954)
H (-0.9712, -2.3057, 1.7603)
H (-1.7238, -4.5590, 2.6340)
C (4.6300, -1.1288, -0.7763)
O (4.4642, -0.3183, 0.3247)
H (4.5058, -2.2007, -0.5813)
H (3.9548, -0.9094, -1.5911)
H (5.6589, -1.0499, -1.1381)
H (3.7090, 0.2384, 0.1695)
C (-0.7825, -3.5855, -1.0377)
O (-0.8283, -3.4508, -2.4321)
H (-1.4598, -2.8427, -0.6117)
H (-1.2070, -4.5502, -0.7781)
H (0.2393, -3.5867, -0.6448)
H (-0.0099, -3.8495, -2.7784)
C (1.1248, 4.5658, -1.0928)
O (1.9364, 3.9824, -0.0639)
H (1.7582, 4.7419, -1.9309)
H (0.3542, 3.8143, -1.3673)
H (0.6140, 5.4508, -0.6300)
H (1.4143, 3.8865, 0.7680)
C (-4.5357, -1.4259, -1.2134)
O (-4.6699, -0.5638, -2.3410)
H (-4.2663, -2.4517, -1.5288)
H (-3.8306, -1.1205, -0.4177)
H (-5.5180, -1.4652, -0.7778)
H (-3.7681, -0.4827, -2.7370)
C (3.1271, 2.2637, -2.8895)
O (2.8894, 1.7701, -1.5885)
H (3.9014, 3.0414, -2.9762)
H (3.4147, 1.4056, -3.4832)
H (2.1681, 2.6265, -3.3140)
H (2.7814, 2.5409, -0.9795)
C (-3.8440, 2.0343, 2.8268)
O (-3.1891, 0.7865, 2.7019)
H (-4.8974, 1.8615, 2.6307)
H (-3.7858, 2.3457, 3.8681)
H (-3.4409, 2.7762, 2.1381)
H (-2.2307, 0.9304, 2.4644)
C (-5.7296, 2.1404, -0.2983)
O (-6.4249, 3.3386, -0.5648)
H (-6.2276, 1.6204, 0.5156)
H (-5.6442, 1.4442, -1.1357)
H (-4.6826, 2.3628, 0.0573)
H (-6.2079, 3.6702, -1.4665)

E_LUMO	0.4	eV
orbital gap	0.3641	hartree
multiplicity	1
max |F|	2.6	eV/A
calculated total energy	-2487.0496	Eh

Löwdin population analysis, charges in e, atoms 1 to 99:
1. C -0.052
2. C -0.439
3. C -0.176
4. O -0.195
5. C -0.086
6. N 0.032
7. H 0.065
8. H 0.077
9. H 0.072
10. H 0.118
11. H 0.116
12. H 0.105
13. H 0.063
14. H 0.075
15. H 0.090
16. H 0.083
17. H 0.057
18. C -0.042
19. C -0.417
20. C -0.195
21. O -0.217
22. C -0.107
23. N 0.059
24. H 0.082
25. H 0.081
26. H 0.075
27. H 0.121
28. H 0.146
29. H 0.119
30. H 0.099
31. H 0.087
32. H 0.092
33. H 0.084
34. H 0.095
35. C -0.036
36. C -0.389
37. C -0.152
38. O -0.190
39. C -0.076
40. N 0.079
41. H 0.079
42. H 0.080
43. H 0.048
44. H 0.123
45. H 0.120
46. H 0.103
47. H 0.070
48. H 0.065
49. H 0.079
50. H 0.042
51. H 0.051
52. C -0.112
53. O -0.161
54. H 0.080
55. H 0.075
56. H 0.065
57. H 0.052
58. C -0.132
59. O -0.137
60. H 0.087
61. H 0.043
62. H 0.083
63. H 0.046
64. C -0.180
65. O -0.126
66. H 0.079
67. H 0.093
68. H 0.057
69. H 0.071
70. C -0.068
71. O -0.149
72. H 0.086
73. H 0.083
74. H 0.054
75. H 0.062
76. C -0.114
77. O -0.159
78. H 0.069
79. H 0.083
80. H 0.069
81. H 0.068
82. C -0.172
83. O -0.133
84. H 0.085
85. H 0.074
86. H 0.077
87. H 0.039
88. C -0.100
89. O -0.148
90. H 0.097
91. H 0.051
92. H 0.057
93. H 0.079
94. C -0.182
95. O -0.096
96. H 0.060
97. H 0.064
98. H 0.084
99. H 0.043

---

(2)
Here is a molecular structure, C43H60BCl3CsN7O4S4SiTe at a distorted geometry from OMol25. Energies are from ωB97M-V with the def2-TZVPD basis set.

Geometry (Å):
Cs (1.4957, -0.9230, 0.1515)
C (1.3603, 1.5910, -3.4541)
C (0.4727, 0.6542, -4.2668)
C (0.6663, -0.8097, -3.8697)
C (0.8451, 0.7991, -5.7418)
N (-0.9585, 1.0199, -4.0833)
C (-1.8062, 1.3639, -5.1273)
C (-3.0318, 1.5167, -4.6011)
N (-2.9666, 1.2573, -3.2507)
B (-4.2953, 1.1448, -2.4709)
N (-4.1229, 1.6222, -1.0110)
C (-3.7623, 2.9417, -0.8281)
C (-3.5090, 3.1422, 0.4725)
N (-3.6974, 1.9264, 1.1207)
C (-4.0906, 0.9820, 0.1912)
S (-4.5363, -0.6137, 0.5153)
C (-3.6641, 1.7665, 2.5985)
C (-5.0980, 1.5799, 3.0999)
C (-3.0749, 3.0336, 3.2247)
C (-2.7735, 0.5923, 3.0053)
N (-4.9653, -0.2435, -2.5930)
C (-6.2780, -0.3350, -2.1890)
C (-6.6639, -1.6153, -2.2705)
N (-5.5710, -2.3368, -2.7420)
C (-4.5334, -1.4656, -2.9814)
S (-3.0706, -1.8378, -3.7513)
C (-5.5456, -3.8100, -2.8849)
C (-4.3954, -4.3877, -2.0600)
C (-5.4293, -4.1898, -4.3639)
C (-6.8504, -4.3962, -2.3416)
C (-1.6844, 0.9666, -2.9227)
S (-1.1005, 0.6237, -1.3636)
H (2.4103, 1.3277, -3.5972)
H (1.1282, 1.5229, -2.3970)
H (1.2130, 2.6269, -3.7696)
H (1.7145, -1.0880, -3.9940)
H (0.0420, -1.4533, -4.4921)
H (0.3735, -0.9656, -2.8345)
H (1.8970, 0.5339, -5.8442)
H (0.7226, 1.8267, -6.0906)
H (0.2639, 0.1281, -6.3767)
H (-1.4740, 1.4608, -6.1418)
H (-3.9664, 1.7513, -5.0767)
H (-5.0513, 1.9289, -3.0185)
H (-3.6838, 3.6179, -1.6610)
H (-3.1624, 4.0232, 0.9746)
H (-5.7035, 2.4480, 2.8274)
H (-5.1023, 1.4763, 4.1874)
H (-5.5298, 0.6849, 2.6540)
H (-3.7525, 3.8847, 3.1208)
H (-2.1042, 3.2759, 2.7915)
H (-2.9347, 2.8506, 4.2904)
H (-3.1903, -0.3596, 2.6986)
H (-2.6526, 0.6072, 4.0909)
H (-1.7819, 0.6979, 2.5605)
H (-6.8094, 0.5229, -1.8171)
H (-7.5925, -2.0668, -1.9858)
H (-3.4390, -3.9932, -2.3940)
H (-4.3887, -5.4750, -2.1623)
H (-4.5248, -4.1258, -1.0084)
H (-4.5003, -3.8105, -4.7820)
H (-6.2681, -3.7695, -4.9245)
H (-5.4563, -5.2782, -4.4606)
H (-7.0054, -4.1267, -1.2963)
H (-6.7788, -5.4823, -2.4033)
H (-7.7158, -4.0819, -2.9286)
C (1.4144, -6.5954, 3.9831)
Si (3.0827, -5.7375, 3.8892)
C (4.1136, -6.5590, 5.2557)
C (3.9853, -6.1310, 2.2920)
C (3.0394, -3.9100, 4.2902)
C (3.6979, -3.3951, 5.3911)
C (3.7051, -2.0220, 5.6436)
C (3.0325, -1.2104, 4.7553)
N (2.3726, -1.6591, 3.6856)
C (2.3659, -2.9840, 3.4336)
S (1.5211, -3.6159, 2.0708)
H (1.5461, -7.6809, 3.9381)
H (0.7653, -6.2745, 3.1708)
H (0.9219, -6.3542, 4.9287)
H (4.1768, -7.6331, 5.0582)
H (3.6604, -6.4304, 6.2423)
H (5.1342, -6.1702, 5.2976)
H (4.1779, -7.2058, 2.2165)
H (4.9460, -5.6112, 2.2633)
H (3.4053, -5.8069, 1.4297)
H (4.2246, -4.0595, 6.0690)
H (4.2227, -1.5994, 6.4946)
H (3.0133, -0.1332, 4.8928)
O (-0.1529, 2.7298, 1.1461)
H (-0.6864, 2.2626, 0.4796)
H (0.1496, 2.0298, 1.7525)
O (1.4212, 0.9063, 2.8491)
H (2.2437, 1.1281, 2.3852)
H (1.5297, -0.0485, 3.0717)
Cl (4.2885, -2.7657, -0.8682)
C (5.2757, -1.6879, 0.1510)
Cl (5.6949, -2.5429, 1.6345)
Cl (6.7699, -1.2692, -0.7388)
C (4.4958, -0.3296, 0.4364)
O (4.5586, 0.0985, 1.5879)
O (3.8741, 0.1037, -0.5527)
Te (2.6508, 3.1027, -0.0061)
C (4.6832, 3.3896, -0.5383)
C (5.0242, 4.1745, -1.6368)
C (6.3550, 4.3563, -1.9873)
C (7.3577, 3.7397, -1.2500)
C (7.0229, 2.9464, -0.1621)
C (5.6914, 2.7753, 0.1983)
C (2.4219, 5.1048, 0.6327)
C (1.2206, 5.7639, 0.3835)
C (1.0306, 7.0679, 0.8224)
C (2.0417, 7.7326, 1.5015)
C (3.2419, 7.0795, 1.7511)
C (3.4269, 5.7705, 1.3287)
H (4.2422, 4.6435, -2.2227)
H (6.6083, 4.9691, -2.8447)
H (8.3964, 3.8692, -1.5306)
H (7.7967, 2.4464, 0.4078)
H (5.4298, 2.1348, 1.0314)
H (0.4270, 5.2480, -0.1427)
H (0.0884, 7.5663, 0.6271)
H (1.8950, 8.7518, 1.8383)
H (4.0359, 7.5864, 2.2869)
H (4.3624, 5.2641, 1.5351)

E_LUMO	3.5	eV
orbital gap	0.2231	hartree
multiplicity	1
max |F|	1.0	eV/A
net charge	-2
calculated total energy	-5934.9996	Eh
energy relative to the best compared isomer or geometry (same formula, charge and spin)	20.5	kJ/mol

Löwdin population analysis, charges in e, atoms 1 to 99:
1. Cs 0.905
2. C -0.060
3. C -0.543
4. C -0.045
5. C -0.062
6. N 0.002
7. C -0.067
8. C -0.090
9. N 0.019
10. B -0.623
11. N 0.024
12. C -0.084
13. C -0.068
14. N -0.001
15. C -0.720
16. S 0.643
17. C -0.552
18. C -0.054
19. C -0.057
20. C -0.047
21. N 0.029
22. C -0.123
23. C -0.078
24. N -0.006
25. C -0.689
26. S 0.656
27. C -0.562
28. C -0.051
29. C -0.060
30. C -0.069
31. C -0.692
32. S 0.609
33. H 0.093
34. H -0.009
35. H 0.090
36. H 0.091
37. H 0.078
38. H 0.009
39. H 0.087
40. H 0.083
41. H 0.083
42. H 0.099
43. H 0.113
44. H 0.116
45. H 0.118
46. H 0.106
47. H 0.081
48. H 0.081
49. H 0.032
50. H 0.078
51. H 0.072
52. H 0.085
53. H 0.023
54. H 0.085
55. H 0.083
56. H 0.119
57. H 0.099
58. H 0.026
59. H 0.081
60. H 0.091
61. H 0.023
62. H 0.082
63. H 0.078
64. H 0.086
65. H 0.082
66. H 0.078
67. C -0.199
68. Si 0.472
69. C -0.210
70. C -0.195
71. C -0.286
72. C -0.113
73. C -0.098
74. C -0.158
75. N 0.005
76. C -0.803
77. S 0.421
78. H 0.019
79. H -0.003
80. H 0.027
81. H 0.018
82. H 0.022
83. H 0.022
84. H 0.020
85. H 0.015
86. H 0.000
87. H 0.081
88. H 0.083
89. H 0.104
90. O -0.177
91. H -0.052
92. H -0.012
93. O -0.159
94. H -0.024
95. H -0.018
96. Cl 0.548
97. C -1.477
98. Cl 0.616
99. Cl 0.560

---

Question: What is the formula in the second record?
Answer: C43H60BCl3CsN7O4S4SiTe